Here is 7 unconnected molecules or ions with the total composition CH17NO6 from the Open Molecules 2025 dataset. Energies are from the ωB97M-V functional and the def2-TZVPD basis.

## Properties
SMILES string   CN.O.O.O.O.O.O
DFT total energy   -15086.8525 eV
HOMO-LUMO gap   9.432 eV
Energy relative to the best compared isomer or geometry (same formula, charge and spin)   41.54 kcal per mole

Structure (ORCA input):
```
! RIJCOSX wB97M-V def2-TZVPD def2/J DEFGRID3
* xyz 0 1
C -4.4470 1.9153 0.2445
N -3.1313 2.6508 0.6762
H -4.1711 0.8903 -0.1677
H -4.9054 2.3255 -0.6727
H -5.0872 1.8945 1.1217
H -2.6799 3.0636 -0.0889
H -3.2197 3.2400 1.4574
O -1.2716 4.4255 0.8325
H -1.8293 5.1790 1.0108
H -0.4214 4.8434 1.0987
O 0.0861 -2.2220 -1.2398
H 0.5242 -2.9882 -1.6225
H -0.7636 -2.4408 -1.4517
O 1.8217 -4.2346 -1.9507
H 1.9679 -5.0255 -1.5174
H 2.5174 -3.6468 -1.6237
O 2.7134 -0.6228 0.0391
H 2.7859 -0.7938 1.0353
H 1.7895 -0.7790 0.0886
O -0.7993 0.9420 1.9396
H -1.6608 1.4734 2.0554
H -0.2114 1.4076 2.5611
O 4.3422 -2.6092 -0.6453
H 5.2011 -2.2198 -0.7413
H 3.6240 -1.9020 -0.5473
*
```

---

Here is 7 unconnected molecules or ions with the total composition CH17NO6 from the Open Molecules 2025 dataset. Energies are from the ωB97M-V functional and the def2-TZVPD basis.

## Properties
SMILES string   CN.O.O.O.O.O.O
DFT total energy   -15086.2798 eV
HOMO-LUMO gap   10.089 eV
Energy relative to the best compared isomer or geometry (same formula, charge and spin)   54.74 kcal per mole

Structure (ORCA input):
```
! RIJCOSX wB97M-V def2-TZVPD def2/J DEFGRID3
* xyz 0 1
C -0.6602 0.8923 2.6877
N -0.1331 1.3201 1.3039
H 0.1977 0.7325 3.3707
H -0.9859 -0.1394 2.6273
H -1.5368 1.4569 3.0875
H -0.9033 1.1722 0.5670
H 0.1622 2.3401 1.4864
O 2.0981 0.0148 0.4277
H 1.4422 -0.0197 -0.3549
H 1.7837 0.7635 1.0421
O 0.4913 2.2567 -1.9986
H 1.3445 2.2766 -2.0300
H 0.1704 2.2948 -1.1806
O 0.9572 -0.7340 -1.9083
H 0.0021 -0.9114 -1.9766
H 1.2786 -1.0539 -2.6753
O -1.5439 -1.9673 -0.0650
H -0.6115 -2.0013 0.0930
H -1.7794 -1.4318 0.6601
O 0.9629 -2.2628 0.8055
H 1.6635 -1.8596 0.3168
H 1.1426 -1.9470 1.6094
O -2.2230 0.5891 -0.9212
H -2.0864 0.8893 -1.8490
H -2.3327 -0.3292 -0.7696
*
```

---

Here is 8 unconnected molecules or ions with the total composition CH18NO8 from the Open Molecules 2025 dataset. Energies are from the ωB97M-V functional and the def2-TZVPD basis.

## Properties
DFT total energy   -19197.3962 eV
HOMO-LUMO gap   8.323 eV
Energy relative to the best compared isomer or geometry (same formula, charge and spin)   84.24 kcal per mole

Structure (ORCA input):
```
! RIJCOSX wB97M-V def2-TZVPD def2/J DEFGRID3
* xyz -1 1
N 1.8898 2.1726 0.6947
C 0.6216 1.8483 1.5458
O -0.4174 2.1502 0.7598
H 1.8201 1.4532 -0.2129
H 1.9640 3.0333 0.3813
H 0.3510 0.9625 2.1440
H 0.6426 2.7270 2.2395
H -2.3423 0.0034 0.6828
H -1.5865 0.8770 1.5746
O -1.9497 0.0779 1.5966
H -0.0189 1.3352 -2.1964
H -0.3286 1.4217 -0.3929
O -0.4621 0.9875 -1.5151
H -0.3495 -0.8819 1.9543
H 0.1778 -1.9519 2.9056
O 0.2908 -1.5542 2.1798
H -2.5059 0.0384 -2.9692
H -2.6386 0.0622 -1.3020
O -3.1453 -0.0477 -2.1818
H -0.4140 -0.3270 -2.5271
H -1.5016 -1.6284 -2.9671
O -0.6925 -1.1526 -3.2310
H 0.2881 -2.2354 -1.0491
H 0.7912 -3.2252 -2.1525
O 0.8535 -2.9081 -1.2991
H 2.6259 -1.2846 2.2480
H 2.9060 -0.2764 1.3677
O 3.4180 -0.8530 1.9576
*
```

---

Here is a molecular structure, CH19MnO15P from the Open Molecules 2025 dataset. Energies are from the ωB97M-V functional and the def2-TZVPD basis.

## Properties
⟨S²⟩   8.8285
DFT total energy   -72665.8413 eV
HOMO-LUMO gap (alpha / beta)   4.349 / 4.416 eV

Structure (ORCA input):
```
! RIJCOSX wB97M-V def2-TZVPD def2/J DEFGRID3
* xyz 0 6
O 1.1486 1.0322 3.0540
H 0.7809 0.7370 2.1604
H 0.4304 1.1020 3.6882
H 1.6797 1.9701 2.9349
O -3.2014 1.1546 0.8703
H -3.0338 1.2009 1.8339
H -4.1359 1.2478 0.5893
H -2.6113 1.8371 0.4226
O -1.5105 -1.9670 2.1293
H -1.2427 -1.3677 2.8451
H -1.4044 -1.5523 1.1840
H -0.9877 -2.7878 2.2213
Mn 0.0576 2.3069 -0.3043
C -0.1520 -0.3240 -0.1896
O -0.2992 0.4694 0.8553
O 0.3226 0.3574 -1.1622
O -0.5955 -1.5113 -0.1993
P 1.7638 3.6522 1.3208
O 0.2060 3.2857 1.3673
O 2.4805 2.9926 2.5082
O 1.8468 5.1318 1.2778
O 1.9663 2.9120 -0.0643
O -0.9333 -3.0372 -3.0778
H -0.8589 -2.6430 -2.1980
H -1.3781 -3.8786 -2.9397
O 3.1219 0.5518 -0.2931
H 2.3278 0.2387 -0.7280
H 2.9228 1.4789 -0.0558
O 1.1377 -3.9195 -0.6527
H 2.0346 -3.7425 -0.3509
H 0.6626 -3.0919 -0.5098
O -1.6111 -0.0366 -3.2523
H -1.1889 0.1182 -2.3933
H -2.1296 -0.8414 -3.1415
O 1.1322 -1.0981 -3.4498
H 0.9693 -0.4306 -2.7673
H 0.2821 -1.5478 -3.5329
*
```

---

Here is 9 unconnected molecules or ions with the total composition CH19O9 from the Open Molecules 2025 dataset. Energies are from the ωB97M-V functional and the def2-TZVPD basis.

## Properties
DFT total energy   -19773.2780 eV
HOMO-LUMO gap   8.598 eV
Energy relative to the best compared isomer or geometry (same formula, charge and spin)   37.13 kcal per mole

Structure (ORCA input):
```
! RIJCOSX wB97M-V def2-TZVPD def2/J DEFGRID3
* xyz -1 1
C 23.5300 16.8590 16.0070
O 22.3780 16.1240 15.7270
H 24.2920 17.1430 15.1470
H 23.9640 16.3300 16.8060
H 23.2510 17.7490 16.4090
O 20.7420 17.8450 17.3340
H 21.3800 17.3640 16.7190
H 19.9120 17.6290 16.9680
O 20.0840 15.3090 14.5410
H 20.2330 16.0030 13.9420
H 20.7450 15.4380 15.1770
O 24.3060 14.2090 19.2780
H 23.6770 14.0570 18.5940
H 24.0770 13.4680 19.7900
O 24.7840 20.0100 15.3370
H 24.7230 20.7620 15.9930
H 24.6050 19.3760 15.9950
O 27.2770 15.6220 16.0660
H 27.9090 15.7170 15.3960
H 26.8500 16.4110 16.3350
O 23.2740 15.0510 13.3030
H 23.2200 15.4510 14.1930
H 24.2700 14.8270 13.0640
O 22.0260 18.0040 13.8590
H 22.4410 17.8340 13.0040
H 22.3150 17.3570 14.5960
O 22.2150 14.2240 17.4350
H 22.3360 14.7940 16.6490
H 21.8710 14.8710 18.1140
*
```

---

Here is a molecular structure, CH19O9Pd from the Open Molecules 2025 dataset. Energies are from the ωB97M-V functional and the def2-TZVPD basis.

## Properties
⟨S²⟩   2.0046
DFT total energy   -23239.8032 eV
HOMO-LUMO gap (alpha / beta)   6.596 / 5.268 eV
Energy relative to the best compared isomer or geometry (same formula, charge and spin)   58.68 kcal per mole

Structure (ORCA input):
```
! RIJCOSX wB97M-V def2-TZVPD def2/J DEFGRID3
* xyz 1 3
Pd -4.9444 -0.5067 1.0913
C 0.0523 -0.3944 -0.4595
O -1.1097 -0.0233 0.2677
H -0.0512 -1.3706 -0.9333
H 0.1599 0.3166 -1.2786
H 1.0059 -0.4633 0.0639
O -3.9631 -3.2623 2.7133
H -3.1059 -3.6759 2.6117
H -4.3363 -3.6720 3.4937
O 4.0740 -3.4806 3.2909
H 3.4191 -3.5110 2.5936
H 4.7533 -2.8947 2.9568
O 2.1058 1.2227 -5.5080
H 2.9786 1.1389 -5.8919
H 2.1523 2.0183 -4.9777
O -1.4651 5.1458 -2.7357
H -0.5508 4.8665 -2.6869
H -1.5338 5.5961 -3.5776
O -0.1250 -4.8266 2.6174
H 0.4115 -5.4534 3.1027
H 0.2884 -4.7733 1.7557
O 0.6378 1.1137 4.0868
H -0.1275 1.1256 4.6615
H 0.2915 0.8598 3.2313
O -1.8934 1.3769 -5.3118
H -2.1820 1.2454 -4.4086
H -1.0265 0.9727 -5.3479
O 1.5254 4.1043 1.4093
H 1.8706 3.4719 2.0395
H 0.6884 3.7329 1.1306
*
```

---

- DFT total energy of number 2 (CH17NO6)?
  -15086.2798 eV

---

- Among the records above, which one has the highest DFT total energy?
  number 2